1.
C55H42BIN8O2PSn as an isolated structure. Source: the Open Molecules 2025 dataset; level of theory: ωB97M-V with the def2-TZVPD basis set.

Output
ΔE to the lowest compared entry with this formula, charge and spin ... 0.00 kcal/mol
Charge ... -1
HOMO energy ... -0.1952 Ha
Calculated total energy ... -97633.9471 eV
Kohn-Sham gap ... 6.967 eV

```
111
Properties=species:S:1:pos:R:3:forces:R:3
Sn -0.235681 -0.524700 -0.411711 -0.05 -0.06 -0.37
O -2.271385 -5.752204 4.700993 0.05 -0.02 0.02
C -1.094398 -5.571087 4.345778 -0.01 0.00 -0.10
O -0.038706 -6.156320 4.650417 -0.05 0.01 0.02
C -0.904023 -4.400389 3.340045 0.02 -0.04 0.17
C -1.957495 -3.586814 2.966597 -0.06 0.04 -0.08
C -1.734806 -2.506101 2.121540 0.18 -0.12 0.12
N -0.524703 -2.252886 1.584522 -0.42 0.07 0.11
C 0.504486 -3.017893 1.979832 0.00 -0.07 -0.22
C 0.350583 -4.077966 2.860140 0.05 -0.11 -0.15
C 1.855269 -2.635498 1.478674 0.14 -0.08 -0.16
C 2.963428 -3.466411 1.642340 -0.06 0.02 -0.04
C 4.195166 -3.041825 1.181728 0.01 0.04 -0.07
C 4.299985 -1.797925 0.577349 -0.02 -0.07 0.04
C 3.145153 -1.047717 0.437494 0.03 -0.03 -0.02
N 1.954709 -1.455432 0.865465 0.17 -0.20 0.00
C -2.857635 -1.539665 1.940210 0.10 0.13 -0.09
C -4.167445 -1.987890 1.813420 -0.06 -0.07 -0.14
C -5.188082 -1.056440 1.755180 -0.04 -0.11 -0.03
C -4.877816 0.287882 1.852731 0.05 0.07 -0.05
C -3.544861 0.642556 1.985495 0.08 -0.03 -0.09
N -2.552478 -0.243722 2.022024 0.14 0.03 0.01
H -2.933139 -3.788660 3.389164 0.04 0.02 0.03
H 1.176230 -4.676274 3.217138 0.03 0.01 0.01
H 2.862275 -4.436832 2.104363 -0.02 0.00 0.01
H 5.063980 -3.680155 1.284464 -0.01 0.01 0.03
H 5.246684 -1.419144 0.216203 -0.02 0.00 -0.01
H 3.169854 -0.073669 -0.041399 0.02 -0.14 0.04
H -4.372208 -3.047155 1.736667 0.00 0.03 -0.01
H -6.213928 -1.379708 1.627139 0.01 0.00 0.02
H -5.643135 1.050326 1.806344 0.00 0.01 0.02
H -3.256296 1.684026 2.064531 0.04 0.05 -0.05
B -3.695991 0.515693 -2.529770 0.13 -0.01 -0.14
N -3.470175 -0.862672 -1.810238 -0.13 0.05 0.15
C -4.380835 -1.840647 -1.900362 -0.02 -0.06 0.08
C -3.801427 -3.044388 -1.544591 0.01 0.00 -0.01
C -2.487320 -2.700961 -1.244221 -0.05 0.06 0.06
N -2.292268 -1.387390 -1.398952 -0.02 -0.11 -0.08
N -3.237261 1.736779 -1.708067 -0.11 0.01 -0.09
C -3.911452 2.891843 -1.556749 0.03 0.00 0.20
C -3.050875 3.823669 -1.006246 0.04 0.01 -0.04
C -1.841763 3.122018 -0.872698 -0.09 0.00 0.15
N -1.967323 1.873082 -1.304528 -0.14 -0.02 0.26
H -3.084528 0.495019 -3.580613 -0.02 -0.05 0.05
H -4.890805 0.614141 -2.700998 0.01 -0.01 0.00
H -5.382281 -1.615402 -2.226508 0.03 0.03 -0.04
H -4.259368 -4.017865 -1.513053 0.01 0.00 0.01
H -1.674936 -3.331911 -0.926176 -0.02 -0.01 0.04
H -4.949500 2.967008 -1.837143 0.03 -0.03 -0.02
H -3.263179 4.848440 -0.750346 0.00 -0.02 0.01
H -0.891233 3.453712 -0.483910 0.04 0.04 0.08
I 2.482080 2.454595 -1.019430 0.08 0.21 -0.25
C 3.669488 3.945632 -0.099689 -0.02 -0.12 -0.22
C 4.489376 4.568451 -1.003685 -0.02 0.05 -0.01
C 5.395622 5.573416 -0.617206 -0.04 -0.02 0.07
C 5.475711 5.916300 0.695467 0.01 -0.02 -0.06
C 4.658388 5.281160 1.662267 0.00 0.01 -0.01
C 4.825346 5.653430 3.015451 -0.06 -0.03 0.06
C 4.088462 5.062735 3.996981 0.05 0.03 -0.08
C 3.136076 4.096671 3.639736 -0.02 -0.01 0.00
C 2.908066 3.709771 2.338852 -0.11 -0.20 0.15
P 1.500154 2.509207 2.090750 -0.17 0.17 0.30
C 2.084780 1.054130 3.038328 -0.05 0.07 -0.01
C 1.143299 0.052902 3.292023 0.02 0.13 0.10
C 1.501946 -1.102316 3.967326 -0.04 0.24 0.32
C 2.822993 -1.303329 4.346300 -0.03 0.05 0.00
C 3.778338 -0.345958 4.039080 -0.01 -0.03 -0.03
C 3.412821 0.828650 3.392450 -0.02 0.07 0.06
C 0.286323 3.340765 3.212751 0.12 -0.01 0.00
C -0.230984 2.835997 4.400362 0.05 -0.06 0.04
C -1.186192 3.549268 5.116804 -0.02 0.02 0.00
C -1.634976 4.778964 4.662188 0.01 -0.04 0.00
C -1.119117 5.297629 3.480611 0.00 -0.01 -0.02
C -0.176198 4.580590 2.764135 -0.04 0.03 -0.06
C 3.700659 4.281111 1.292684 0.11 0.01 -0.05
H 4.441049 4.277527 -2.043838 0.00 0.00 0.00
H 6.020371 6.048501 -1.362274 0.00 0.00 0.01
H 6.174126 6.673012 1.032918 -0.01 0.00 0.00
H 5.559665 6.415517 3.249301 0.00 -0.01 0.00
H 4.220125 5.335106 5.036386 0.00 -0.01 -0.01
H 2.546409 3.645391 4.428140 -0.03 0.00 -0.01
H 0.130601 0.171565 2.926420 -0.18 -0.02 0.03
H 0.755297 -1.859066 4.176559 0.06 0.13 0.07
H 3.107112 -2.214710 4.857246 0.00 -0.01 0.01
H 4.814656 -0.510241 4.308446 0.01 0.01 -0.02
H 4.172049 1.564946 3.161403 0.00 0.04 0.03
H 0.110707 1.884669 4.787412 0.01 -0.03 -0.05
H -1.578998 3.135368 6.037466 0.00 -0.01 -0.01
H -2.384817 5.326518 5.219196 0.01 0.01 0.00
H -1.460545 6.256748 3.110229 0.00 -0.01 0.00
H 0.212977 4.995599 1.838646 -0.01 -0.04 0.00
C -0.557521 1.560861 -4.883485 0.00 -0.04 -0.07
C -0.425989 0.425454 -5.666016 0.00 -0.03 0.03
C 0.047087 -0.737849 -5.089166 0.02 -0.01 -0.05
C 0.385209 -0.746351 -3.734520 -0.03 0.08 0.00
N 0.219270 0.343589 -2.980515 0.08 -0.05 0.13
C -0.237117 1.463816 -3.543522 0.19 0.01 0.02
C 0.884607 -1.982361 -3.077947 -0.01 -0.01 0.07
C 1.616383 -2.882523 -3.859539 -0.03 -0.03 0.04
C 1.990476 -4.115637 -3.356809 0.00 0.01 0.01
C 1.600082 -4.459724 -2.071029 0.01 -0.01 -0.03
C 0.921279 -3.537784 -1.286687 -0.05 0.03 0.13
C 0.579519 -2.257112 -1.730390 0.00 0.27 -0.12
H -0.941617 2.487217 -5.287170 0.02 0.01 0.02
H -0.709007 0.438281 -6.711323 0.00 0.00 0.00
H 0.126319 -1.647113 -5.667989 -0.02 0.01 0.00
H -0.364650 2.310369 -2.883703 0.06 -0.06 -0.07
H 1.910432 -2.605171 -4.865659 -0.03 -0.02 0.01
H 2.567443 -4.803379 -3.962684 -0.01 0.00 -0.01
H 1.834323 -5.440585 -1.673427 0.01 0.01 0.02
H 0.635665 -3.852889 -0.287316 0.05 0.00 -0.12
```
Forces are in eV/Å.

Mulliken atomic charge list, values in e, 5 entries: number 1, Sn, carries 1.071; number 2, O, carries -0.727; number 3, C, carries 0.354; number 4, O, carries -0.740; number 5, C, carries -1.712

2.
C55H42CoNP3SSi as an isolated structure. Source: the Open Molecules 2025 dataset; level of theory: ωB97M-V with the def2-TZVPD basis set.

Output
ΔE to the lowest compared entry with this formula, charge and spin ... 2.72 kcal/mol
HOMO energy (alpha / beta) ... -0.2470 / -0.2677 Ha
Calculated total energy ... -143415.8184 eV
Kohn-Sham gap (alpha / beta) ... 6.881 / 7.782 eV
Spin multiplicity ... 2

```
104
Properties=species:S:1:pos:R:3:forces:R:3
Co 0.117816 0.125954 -0.336730 -0.39 -0.01 0.38
C 3.075507 5.341698 -1.720543 -0.04 0.04 0.04
C 1.983386 5.862966 -1.036794 0.07 0.01 -0.04
C 1.020942 5.017001 -0.514805 -0.05 -0.08 0.03
C 1.141691 3.630788 -0.639263 -0.15 0.09 -0.03
C 2.209197 3.134118 -1.374736 0.03 -0.19 -0.07
C 3.176545 3.974220 -1.904351 0.01 -0.01 0.00
P -0.093233 2.405466 -0.030975 0.17 -0.03 0.09
C -1.586841 3.139506 -0.809022 0.05 0.13 0.13
C -2.353825 4.190835 -0.313567 0.10 0.03 0.02
C -3.386599 4.728120 -1.065508 0.06 0.01 -0.10
C -3.683146 4.209064 -2.318679 -0.02 0.09 0.05
C -2.943758 3.145688 -2.810410 0.00 0.00 -0.11
C -1.902977 2.622626 -2.060730 0.15 -0.07 -0.13
C -0.231646 2.653106 1.814558 -0.08 0.01 -0.07
C -0.302695 3.908350 2.422487 0.02 -0.02 -0.14
C -0.434223 4.041406 3.792950 0.00 -0.03 0.10
C -0.474759 2.912825 4.597771 -0.01 0.13 0.02
C -0.360106 1.665943 4.015240 -0.02 -0.08 0.00
C -0.239379 1.505800 2.635272 -0.07 0.01 -0.10
Si 0.042613 -0.199315 1.863406 -0.10 -0.11 -0.13
C -1.320644 -1.491687 2.158771 0.07 0.00 0.06
C -1.311032 -2.477062 3.142275 0.03 -0.06 0.08
C -2.251675 -3.496868 3.143042 -0.03 -0.01 -0.02
C -3.215776 -3.557679 2.148089 0.02 -0.03 0.04
C -3.255842 -2.580958 1.166456 -0.04 -0.05 -0.01
C -2.319463 -1.559907 1.182147 -0.03 0.05 -0.09
P -2.304943 -0.147059 0.043183 0.56 -0.04 -0.18
C -3.456287 0.985769 0.920746 0.07 0.01 0.00
C -3.548782 0.956497 2.310845 -0.01 0.01 0.01
C -4.389992 1.827374 2.982240 -0.05 0.05 0.01
C -5.165790 2.731674 2.273562 -0.01 0.01 0.01
C -5.085363 2.764713 0.890279 -0.04 -0.05 0.07
C -4.228838 1.908127 0.220086 -0.08 -0.13 -0.03
C -3.303633 -0.610528 -1.411112 0.01 0.01 0.07
C -2.717989 -0.711844 -2.667057 0.09 0.01 -0.05
C -3.479184 -1.067633 -3.768845 -0.08 -0.02 -0.04
C -4.833524 -1.326766 -3.628184 0.06 0.01 -0.01
C -5.427694 -1.227590 -2.378687 -0.04 0.00 -0.02
C -4.668335 -0.867884 -1.280009 -0.03 0.04 0.07
C 1.595539 -1.012720 2.579472 0.00 0.02 -0.07
C 1.850600 -1.418151 3.891682 -0.04 0.03 0.00
C 2.989909 -2.136923 4.199464 0.13 -0.06 -0.02
C 3.908479 -2.461690 3.202426 -0.03 -0.01 0.09
C 3.703729 -2.028455 1.907163 0.00 0.01 -0.03
C 2.549707 -1.310582 1.604795 -0.05 0.15 0.00
P 2.284210 -0.353515 0.074926 -0.30 -0.10 -0.20
C 3.526085 0.948922 0.421062 -0.02 -0.07 0.03
C 4.806550 0.958805 -0.119411 -0.02 0.01 0.00
C 5.710848 1.945988 0.249692 -0.01 -0.02 -0.02
C 5.348847 2.916748 1.168637 0.01 0.04 0.01
C 4.078606 2.897990 1.727954 0.05 0.03 0.00
C 3.175324 1.921085 1.354716 0.00 -0.03 0.01
C 2.972113 -1.312939 -1.303946 0.02 0.01 0.07
C 3.339300 -0.668686 -2.484832 -0.02 0.01 0.04
C 3.727659 -1.402457 -3.590964 0.01 -0.01 -0.05
C 3.737856 -2.789270 -3.534881 0.00 -0.04 0.00
C 3.349932 -3.437010 -2.373718 0.00 0.01 -0.01
C 2.966709 -2.702707 -1.261944 -0.01 0.01 -0.01
H 3.827571 6.003857 -2.126158 0.04 0.03 -0.02
H 1.871196 6.933699 -0.926987 0.01 0.01 0.00
H 0.150046 5.455998 -0.050098 -0.05 -0.01 0.07
H 2.282112 2.064815 -1.540886 -0.05 0.13 0.03
H 4.004859 3.553321 -2.456982 0.05 -0.01 -0.04
H -2.184491 4.576285 0.681245 0.09 0.02 0.09
H -3.972124 5.543487 -0.661748 -0.02 0.02 0.01
H -4.493538 4.624130 -2.902878 -0.03 0.01 -0.01
H -3.176908 2.716224 -3.775688 -0.01 -0.01 -0.03
H -1.324233 1.793956 -2.456062 0.00 0.02 0.02
H -0.226595 4.809392 1.837978 -0.05 0.09 -0.14
H -0.496357 5.027971 4.231820 0.01 0.04 0.01
H -0.575431 3.009361 5.670364 -0.01 0.01 0.04
H -0.363612 0.789613 4.652431 -0.02 -0.06 0.03
H -0.540513 -2.485131 3.901198 0.03 0.02 0.02
H -2.210193 -4.262615 3.905671 -0.01 -0.04 0.03
H -3.925491 -4.373402 2.124764 -0.02 -0.03 0.01
H -3.995912 -2.637753 0.379497 0.02 -0.03 0.02
H -2.978796 0.237274 2.878854 0.05 -0.03 0.04
H -4.447211 1.786285 4.060685 -0.01 0.01 0.07
H -5.832172 3.404157 2.796307 -0.03 0.03 0.02
H -5.678986 3.470040 0.326125 -0.05 0.03 -0.03
H -4.162453 1.966985 -0.859551 -0.06 -0.08 0.07
H -1.656198 -0.542978 -2.782957 -0.03 0.00 0.02
H -3.005893 -1.152937 -4.736524 0.02 0.00 -0.06
H -5.424833 -1.609783 -4.487376 -0.03 -0.02 -0.06
H -6.483074 -1.429319 -2.258905 -0.05 -0.01 0.00
H -5.145161 -0.777623 -0.312295 -0.01 0.04 0.01
H 1.157535 -1.171654 4.686417 -0.05 0.00 0.03
H 3.171346 -2.449815 5.219358 0.01 -0.02 0.02
H 4.793739 -3.033056 3.446868 0.03 -0.01 0.02
H 4.440088 -2.233672 1.140177 0.02 0.00 -0.02
H 5.106258 0.199866 -0.827891 0.01 -0.03 -0.02
H 6.702648 1.947602 -0.181276 0.05 0.01 -0.01
H 6.056462 3.683141 1.454024 0.02 0.03 0.01
H 3.789171 3.648583 2.449868 -0.02 0.05 0.04
H 2.184932 1.921199 1.793673 0.06 -0.03 0.02
H 3.320973 0.412598 -2.546747 -0.01 0.03 0.00
H 4.010464 -0.892486 -4.502180 0.01 0.01 -0.02
H 4.031381 -3.363537 -4.402435 0.01 -0.02 -0.04
H 3.315040 -4.516260 -2.332617 0.00 -0.04 -0.01
H 2.622479 -3.223562 -0.378911 -0.01 -0.01 0.05
S -0.440812 -4.334175 -1.402994 0.00 0.15 0.00
C -0.242609 -2.723731 -1.383157 -0.01 -0.28 -0.07
N -0.088856 -1.560645 -1.373953 0.14 0.23 0.04
```
Forces are in eV/Å.

Mulliken atomic charge list, values in e, 5 entries: number 1, Co, carries -0.216; number 2, C, carries -0.850; number 3, C, carries -0.839; number 4, C, carries -0.644; number 5, C, carries 1.275